No. 1
The following is a quantum chemistry calculation of 2 unconnected molecules or ions with the total composition C4H6ClN, from OMol25.

The calculation puts the total energy at -670.7509 Eh. The calculation puts the lowest unoccupied orbital energy (alpha / beta) at -0.02 / -0.73 eV. As for the energy above the lowest of the compared OMol25 structures with the same formula, charge and spin: 124.04 kcal/mol.

```
12
Properties=species:S:1:pos:R:3:nbo_charge:R:1
C -2.72173 0.57537 0.45650 -0.441
C -1.81142 0.16289 -0.40492 0.120
C 2.81964 -0.78399 0.43014 -0.516
C 0.58688 0.61216 -0.44586 0.197
N -0.62840 0.62995 -0.75452 -0.458
Cl -2.22155 -1.32608 -1.17308 -0.008
H -3.66962 0.04794 0.43165 0.218
H -2.72503 1.48738 0.96028 0.209
H 2.67409 -0.82600 1.48655 0.172
H 3.52447 -0.12149 -0.03863 0.167
H 1.22412 1.36115 -0.98298 0.171
H 2.94854 -1.81927 0.03488 0.168
```

***

No. 2
The following is a quantum chemistry calculation of a molecular structure, C12B3InO24, from OMol25.

The calculation puts the total energy at -2528.0513 Eh. The calculation puts the lowest unoccupied orbital energy at -8.80 eV. As for the energy above the lowest of the compared OMol25 structures with the same formula, charge and spin: 38.23 kcal/mol.

```
40
Properties=species:S:1:pos:R:3:nbo_charge:R:1
In 0.22073 -0.47621 -4.61872 0.972
O 1.32844 4.96621 1.89391 -0.401
C 1.38346 5.11092 0.65002 0.681
O 0.48278 4.63700 -0.20497 -0.602
B 0.82664 5.01676 -1.57556 1.165
O 1.86885 6.09144 -1.37904 -0.584
C 2.33401 6.03346 -0.15572 0.687
O 3.27680 6.69925 0.34009 -0.428
O -0.33956 5.52918 -2.38498 -0.633
C -0.64646 4.56173 -3.29075 0.670
O -1.50637 4.62156 -4.16490 -0.506
C 0.31861 3.37681 -3.10831 0.720
O 1.21642 3.74853 -2.19857 -0.639
O 0.33694 2.28960 -3.73775 -0.641
O -1.16882 -5.08250 3.50669 -0.335
C -1.54484 -4.60275 2.48101 0.692
O -0.94100 -4.67570 1.41123 -0.548
B -1.77662 -4.10078 0.30770 1.166
O -2.98792 -3.59356 1.05394 -0.561
C -2.93409 -3.94689 2.31402 0.692
O -3.80915 -3.78514 3.23093 -0.383
O -1.19383 -2.97692 -0.41785 -0.647
C -1.11687 -3.23575 -1.71695 0.725
O -0.68195 -2.51213 -2.67515 -0.633
C -1.66363 -4.69113 -1.89740 0.669
O -2.06884 -5.10865 -0.70227 -0.642
O -1.73023 -5.34788 -2.94700 -0.505
O 3.19311 -0.60331 4.18815 -0.383
C 2.36672 -0.82448 3.35608 0.692
O 2.02551 -0.09213 2.32937 -0.586
B 0.95272 -0.69152 1.50536 1.187
O 0.79791 -2.04211 2.09324 -0.596
C 1.54352 -2.08368 3.18832 0.674
O 1.56484 -3.03866 3.95708 -0.345
O 1.43066 -0.65434 0.15417 -0.617
C 0.59964 -0.01987 -0.61720 0.724
O 0.70014 0.28892 -1.76832 -0.528
C -0.63506 0.35088 0.24212 0.681
O -0.31909 0.02414 1.48905 -0.622
O -1.70409 0.83962 -0.13126 -0.432
```

***

No. 3
The following is a quantum chemistry calculation of a molecular structure, B2H8Rb, from OMol25.

The calculation puts the total energy at -78.5388 Eh. The calculation puts the lowest unoccupied orbital energy at 1.87 eV. The total charge is -1. As for the energy above the lowest of the compared OMol25 structures with the same formula, charge and spin: 11.49 kcal/mol.

```
11
Properties=species:S:1:pos:R:3:mulliken_charge:R:1
Rb 1.16720 -0.33463 -1.45211 0.710
B -1.79484 0.93747 -1.26537 0.157
H -1.40636 1.89665 -1.92467 -0.176
H -1.93482 0.05099 -2.09417 -0.248
H -0.97506 0.73160 -0.41145 -0.360
H -2.84294 1.25497 -0.75659 -0.238
B 1.54892 -0.92687 1.59042 0.266
H 0.38848 -0.61675 1.59261 -0.175
H 2.18128 0.07147 1.31358 -0.281
H 1.92018 -1.31156 2.67412 -0.236
H 1.74795 -1.75332 0.73363 -0.419
```

***

No. 4
The following is a quantum chemistry calculation of a single C5H10N2O2 molecule, from OMol25.

The calculation puts the total energy at -456.4055 Eh. The calculation puts the lowest unoccupied orbital energy (alpha / beta) at 0.32 / 0.32 eV. As for the energy above the lowest of the compared OMol25 structures with the same formula, charge and spin: 93.32 kcal/mol.

```
19
Properties=species:S:1:pos:R:3:nbo_charge:R:1
C 0.80390 0.46993 0.82626 0.533
C -0.03795 -1.18036 -0.65728 -0.464
C -0.12308 -0.51024 -2.01585 -0.609
C -0.79355 -0.41275 0.44357 0.530
N -0.82090 -1.21390 1.68334 -0.910
C 0.68860 2.73262 -0.04636 -0.032
O 1.39571 -0.04692 1.86987 -0.656
N 1.04683 1.56660 0.27949 -0.381
O -1.69640 0.39989 0.21237 -0.722
H 0.77193 -0.79811 2.14112 0.521
H 1.04842 -1.21629 -0.34358 0.201
H -0.43444 -2.19880 -0.70263 0.198
H -0.95541 -2.19820 1.48723 0.380
H -1.57553 -0.87240 2.26961 0.396
H 0.49527 0.38288 -2.05133 0.200
H 0.21012 -1.17418 -2.81101 0.208
H -1.15283 -0.21226 -2.19773 0.233
H 0.91936 3.08544 -1.04399 0.185
H 0.20993 3.39705 0.65690 0.189
```

***

No. 5
The following is a quantum chemistry calculation of a molecular structure, C13H7OReS6SbSe4, from OMol25.

The calculation puts the total energy at -12887.8259 Eh. The calculation puts the lowest unoccupied orbital energy (alpha / beta) at -6.97 / -6.93 eV. The total charge is +1. As for the energy above the lowest of the compared OMol25 structures with the same formula, charge and spin: 88.35 kcal/mol.

```
33
Properties=species:S:1:pos:R:3:nbo_charge:R:1
Re -0.70260 -3.12351 2.89861 0.030
S -3.94781 2.11823 3.98539 0.196
C -3.32853 0.62084 4.00519 -0.594
S -1.93711 0.19304 4.98999 0.549
C -1.86614 -1.46362 4.46033 -0.432
C -2.82901 -1.87794 3.57042 -0.437
S -2.85752 -3.45580 3.03892 0.379
S -4.00370 -0.69996 3.05907 0.551
S -0.69612 -2.52078 4.99523 0.374
Se 2.53905 -7.10854 1.29026 -0.458
Sb 1.82797 -4.88472 0.86718 0.921
Se 1.44831 -3.77005 3.13149 0.101
Se -0.67178 -4.71963 1.30974 0.132
Se 2.66285 -3.54499 -0.90828 -0.343
C 0.05124 4.79673 -4.65046 -0.735
C 0.08088 3.49364 -3.94791 0.497
O -0.75459 2.66000 -3.84226 -0.519
S 1.70271 3.29827 -3.06750 0.196
C 1.46145 1.85799 -2.10219 -0.119
C 1.92539 1.90148 -0.77989 -0.220
C 1.64551 0.86548 0.07260 -0.157
C 0.93797 -0.25861 -0.39556 -0.141
C 0.61250 -0.36304 -1.76063 -0.141
C 0.85119 0.69982 -2.59913 -0.208
C 0.51401 -1.21919 0.52502 0.239
C 0.02228 -1.91714 1.41199 -0.372
H -0.72647 4.78442 -5.41176 0.254
H 1.01875 5.02614 -5.09377 0.250
H -0.18176 5.59047 -3.93714 0.262
H 2.47136 2.76748 -0.43756 0.238
H 1.96309 0.90325 1.10300 0.227
H 0.18551 -1.27874 -2.14026 0.232
H 0.58112 0.62900 -3.64011 0.248
```

***

No. 6
The following is a quantum chemistry calculation of 2 unconnected molecules or ions with the total composition C6H7ClO6, from OMol25.

The calculation puts the total energy at -1144.4403 Eh. The calculation puts the lowest unoccupied orbital energy (alpha / beta) at 5.81 / 5.81 eV. The total charge is -2. As for the energy above the lowest of the compared OMol25 structures with the same formula, charge and spin: 3.52 kcal/mol.

```
20
Properties=species:S:1:pos:R:3:nbo_charge:R:1
C -0.69445 -1.28991 -0.92786 0.643
C 1.03212 -1.43743 2.38652 0.681
C -0.94481 1.74085 -1.73273 -0.638
C -0.23106 1.18883 -0.42551 -0.441
C -0.76939 -0.22240 -0.04370 -0.013
C 1.49744 -0.64208 1.08859 0.489
O -1.40690 -2.28822 -1.01061 -0.715
O 1.57079 -2.52277 2.59859 -0.715
O 0.23201 -1.08812 -2.04315 -0.786
O 0.20384 -0.88714 3.12265 -0.766
O -1.59489 -0.24189 1.06800 -0.758
O 2.17808 -0.98857 0.16247 -0.625
Cl 2.10126 1.06535 1.69946 -0.316
H -2.05050 1.84187 -1.38418 0.185
H -0.50493 2.76622 -2.00323 0.161
H -0.80591 0.96552 -2.51735 0.230
H -0.55700 1.74878 0.50436 0.220
H 0.82665 1.09446 -0.77269 0.188
H -1.09776 -0.08822 1.88980 0.504
H 1.01542 -0.71510 -1.65944 0.474
```

***

Q: The highest energy above the lowest of the compared OMol25 structures with the same formula, charge and spin belongs to which entry?
A: C4H6ClN